--- 1 ---
The following is a DFT calculation (wB97M-V/def2-TZVPD) of a cluster of 2 separate species, C5H13P in total.

Results
- Kohn-Sham gap (spin up / spin down) (eV) = 8.39 / 7.40
- expectation value of S² = 2.0050
- multiplicity = 3

The geometry in XYZ format:
```
19
Properties=species:S:1:pos:R:3:nbo_charge:R:1
C 1.517 1.488 0.021 -0.62
C 0.788 -0.612 1.151 -0.63
C 0.464 -0.417 -1.424 -0.63
C -2.343 -0.636 -0.451 -0.99
C 0.536 0.273 -0.085 -0.25
P -1.332 0.817 0.182 0.56
H 2.499 1.010 0.007 0.20
H 1.641 2.229 -0.740 0.22
H 1.315 1.842 1.032 0.21
H 0.631 -0.070 2.045 0.22
H 1.791 -1.014 1.057 0.21
H 0.055 -1.381 1.165 0.21
H 1.440 -0.448 -1.942 0.21
H 0.298 -1.466 -1.267 0.21
H -0.303 0.064 -1.969 0.21
H -2.342 -1.494 0.205 0.23
H -2.133 -0.757 -1.506 0.23
H -3.436 -0.309 -0.291 0.24
H -1.085 0.881 2.810 -0.04
```


--- 2 ---
The following is a DFT calculation (wB97M-V/def2-TZVPD) of an isolated molecule of C5H13P.

Results
- Kohn-Sham gap (spin up / spin down) (eV) = 5.10 / 7.33
- expectation value of S² = 2.0071
- multiplicity = 3

The geometry in XYZ format:
```
19
Properties=species:S:1:pos:R:3:nbo_charge:R:1
C 0.822 -0.727 0.975 -0.69
C 0.735 -0.271 -1.388 -0.69
C 1.306 1.587 0.168 -0.66
C -2.371 -0.717 -0.073 -0.99
C 0.535 0.315 -0.044 -0.10
P -1.520 0.921 0.091 0.53
H 1.815 -1.175 0.877 0.23
H 0.509 -0.527 2.090 0.22
H 0.287 -1.671 0.650 0.22
H 0.006 0.118 -2.150 0.22
H 0.568 -1.327 -1.563 0.21
H 1.779 -0.195 -1.558 0.21
H 2.327 1.183 0.176 0.21
H 1.222 2.461 -0.523 0.23
H 1.071 1.989 1.098 0.21
H -2.227 -1.553 0.601 0.25
H -2.097 -0.999 -1.081 0.23
H -3.390 -0.569 0.092 0.25
H -1.377 1.157 1.561 -0.09
```


Stability ranking, top entry: 1; the second entry is 23.4 kcal/mol less favorable.


--- 1 ---
The following is a DFT calculation (wB97M-V/def2-TZVPD) of an isolated molecule of CH4N2Si.

Results
- structure (SMILES) = N#CN[SiH3]
- Kohn-Sham gap (eV) = 10.96
- multiplicity = 1

The geometry in XYZ format:
```
8
Properties=species:S:1:pos:R:3:nbo_charge:R:1
N -2.794 0.368 -0.102 -0.37
C -1.745 -0.070 0.000 0.42
N -0.405 -0.589 0.164 -1.06
Si 1.063 0.325 0.011 1.10
H -0.423 -1.573 -0.062 0.43
H 1.286 0.811 -1.352 -0.18
H 2.053 -0.689 0.371 -0.17
H 0.964 1.417 0.970 -0.17
```


--- 2 ---
The following is a DFT calculation (wB97M-V/def2-TZVPD) of a cluster of 2 separate species, CH4N2Si in total.

Results
- Kohn-Sham gap (spin up / spin down) (eV) = 8.31 / 8.44
- multiplicity = 1

The geometry in XYZ format:
```
8
Properties=species:S:1:pos:R:3:nbo_charge:R:1
C 2.934 0.161 -0.087 0.30
N 3.941 -0.341 -0.185 -0.44
N 0.851 1.150 -0.056 -0.83
Si -0.149 -0.232 -0.180 1.12
H 1.149 1.874 0.554 0.40
H 0.527 -1.317 0.373 -0.17
H -0.415 -0.399 -1.548 -0.18
H -1.308 -0.015 0.553 -0.19
```


Stability ranking, top entry: 1; the second entry is 110.0 kcal/mol less favorable.


--- 1 ---
The following is a DFT calculation (wB97M-V/def2-TZVPD) of a cluster of 2 separate species, C4H9P in total.

Results
- Kohn-Sham gap (spin up / spin down) (eV) = 8.66 / 8.36
- multiplicity = 1

The geometry in XYZ format:
```
14
Properties=species:S:1:pos:R:3:nbo_charge:R:1
C 1.202 0.881 1.194 -0.56
C 0.784 0.529 -0.004 0.15
C 1.715 0.175 -1.148 -0.71
C -1.745 0.024 -0.444 -0.60
P -1.570 -1.545 0.560 0.30
H 0.720 1.133 2.146 0.22
H 2.297 0.986 1.486 0.20
H 1.457 0.826 -1.900 0.22
H 1.562 -0.936 -1.190 0.23
H 2.739 0.345 -0.846 0.22
H -1.692 0.089 -1.567 0.21
H -2.295 0.759 0.104 0.19
H -2.652 -2.238 0.199 -0.05
H -2.521 -1.027 1.410 -0.03
```


--- 2 ---
The following is a DFT calculation (wB97M-V/def2-TZVPD) of a cluster of 2 separate species, C4H9P in total.

Results
- structure (SMILES) = C#C.CPC
- Kohn-Sham gap (eV) = 10.04
- multiplicity = 1

The geometry in XYZ format:
```
14
Properties=species:S:1:pos:R:3:nbo_charge:R:1
C -3.135 0.526 -0.578 -0.22
C -4.305 0.559 -0.412 -0.23
H -2.127 0.600 -0.513 0.22
H -5.295 0.677 -0.112 0.23
C 0.572 -0.528 1.328 -0.87
P 0.771 1.001 0.156 0.48
C 2.166 0.282 -0.894 -0.93
H 0.320 -1.323 0.623 0.22
H -0.276 -0.535 1.905 0.23
H 1.530 -0.803 1.711 0.22
H 1.420 1.891 1.128 -0.03
H 2.883 -0.204 -0.306 0.22
H 2.740 0.777 -1.647 0.24
H 1.828 -0.713 -1.251 0.23
```


Stability ranking, top entry: 2; the second entry is 54.5 kcal/mol less favorable.


--- 1 ---
The following is a DFT calculation (wB97M-V/def2-TZVPD) of a cluster of 4 separate species, C13H16N4O3 in total.

Results
- structure (SMILES) = [H]/N=C(\C)CC1=CC(=O)OC1=O.CC#N.CC#N.CC#N
- Kohn-Sham gap (eV) = 9.44
- multiplicity = 1

The geometry in XYZ format:
```
36
Properties=species:S:1:pos:R:3:nbo_charge:R:1
H -2.455 2.456 1.847 0.34
N -2.449 1.787 1.079 -0.62
C -1.977 0.672 1.453 0.33
C -1.474 0.342 2.827 -0.69
C -1.864 -0.441 0.411 -0.51
C -0.928 -0.054 -0.691 -0.05
C -1.055 0.829 -1.687 -0.24
C 0.232 0.799 -2.439 0.75
O 0.720 1.628 -3.131 -0.50
O 0.883 -0.386 -2.092 -0.52
C 0.432 -0.653 -0.807 0.77
O 1.092 -1.205 0.013 -0.54
H -2.043 -0.481 3.259 0.22
H -0.418 0.083 2.757 0.24
H -1.546 1.215 3.473 0.23
H -2.849 -0.675 0.012 0.26
H -1.420 -1.312 0.895 0.23
H -1.875 1.485 -1.943 0.28
C -1.941 4.232 -4.970 -0.72
C -2.112 3.835 -3.580 0.31
N -2.240 3.530 -2.480 -0.35
H -1.139 3.650 -5.419 0.26
H -2.864 4.059 -5.519 0.25
H -1.687 5.288 -5.021 0.26
C 2.222 -1.678 3.412 -0.72
C 1.848 -0.370 3.933 0.30
N 1.495 0.653 4.321 -0.36
H 2.712 -1.546 2.452 0.26
H 2.901 -2.189 4.088 0.27
H 1.333 -2.288 3.274 0.25
C 3.004 -3.832 -0.440 -0.72
C 3.232 -3.979 0.991 0.31
N 3.399 -4.072 2.124 -0.36
H 1.994 -4.152 -0.685 0.25
H 3.122 -2.788 -0.725 0.27
H 3.717 -4.441 -0.992 0.25
```


--- 2 ---
The following is a DFT calculation (wB97M-V/def2-TZVPD) of an isolated molecule of C13H16N4O3.

Results
- structure (SMILES) = CCOCCOC(=O)c1ccc(-n2cnc(C)n2)nc1
- Kohn-Sham gap (eV) = 9.09
- multiplicity = 1

The geometry in XYZ format:
```
36
Properties=species:S:1:pos:R:3:nbo_charge:R:1
C -1.990 4.100 -3.761 -0.63
C -2.228 3.401 -2.365 -0.07
O -3.282 2.414 -2.565 -0.54
C -3.060 1.379 -3.553 -0.09
C -1.777 0.663 -3.432 -0.11
O -1.241 0.476 -2.061 -0.50
C -0.428 -0.559 -1.997 0.77
O 0.191 -1.001 -2.953 -0.59
C -0.150 -1.102 -0.704 -0.24
C -0.929 -0.716 0.364 -0.11
C -0.639 -1.419 1.540 -0.28
C 0.424 -2.381 1.673 0.39
N 0.652 -3.045 2.904 -0.23
C 1.420 -4.122 2.964 0.22
N 1.342 -4.603 4.206 -0.49
C 0.605 -3.679 4.813 0.33
C 0.251 -3.878 6.237 -0.64
N 0.207 -2.672 4.170 -0.29
N 1.163 -2.660 0.595 -0.44
C 0.787 -2.106 -0.519 0.11
H -2.839 4.572 -3.947 0.20
H -1.801 3.434 -4.599 0.20
H -1.151 4.835 -3.572 0.21
H -2.421 4.113 -1.512 0.20
H -1.250 2.877 -2.030 0.17
H -3.244 1.670 -4.616 0.18
H -3.835 0.688 -3.464 0.19
H -1.971 -0.224 -3.994 0.21
H -1.081 1.238 -4.056 0.19
H -1.644 0.120 0.188 0.26
H -1.054 -1.176 2.527 0.24
H 2.089 -4.672 2.212 0.25
H 0.422 -3.005 6.826 0.23
H -0.916 -3.942 6.092 0.23
H 0.642 -4.846 6.712 0.24
H 1.431 -2.453 -1.340 0.22
```


Stability ranking, top entry: 1; the second entry is 33.7 kcal/mol less favorable.


--- 1 ---
The following is a DFT calculation (wB97M-V/def2-TZVPD) of a structure of composition C4H7NSi.

Results
- Kohn-Sham gap (eV) = 9.27
- multiplicity = 1

The geometry in XYZ format:
```
13
Properties=species:S:1:pos:R:3:nbo_charge:R:1
C 1.750 -0.266 -1.042 -0.45
C 0.344 -0.734 -1.072 -0.30
C 1.315 0.919 -0.913 0.00
C -0.471 -0.330 -0.064 -0.07
N -1.781 -0.639 -0.112 -0.78
Si 0.162 0.844 1.344 0.81
H 2.773 -0.818 -1.233 0.27
H -0.073 -1.343 -1.938 0.21
H -2.440 -0.297 0.589 0.40
H -2.185 -0.930 -0.952 0.38
H -0.886 0.402 2.279 -0.22
H -0.009 2.258 1.008 -0.14
H 1.502 0.934 2.106 -0.12
```


--- 2 ---
The following is a DFT calculation (wB97M-V/def2-TZVPD) of a cluster of 2 separate species, C4H7NSi in total.

Results
- Kohn-Sham gap (spin up / spin down) (eV) = 4.80 / 5.82
- multiplicity = 1

The geometry in XYZ format:
```
13
Properties=species:S:1:pos:R:3:nbo_charge:R:1
C 2.617 0.938 -0.612 -0.18
C 2.302 -0.003 0.144 -0.24
C 1.876 -1.139 0.758 -0.16
C -0.937 -0.683 0.131 -0.86
N -0.568 0.611 0.307 -0.84
Si -2.493 -0.090 -0.240 1.23
H 2.406 1.944 -0.876 0.23
H 2.324 -2.018 0.328 0.17
H -0.413 -1.184 -0.637 0.20
H 0.385 0.642 -0.096 0.44
H -0.713 0.591 1.384 0.41
H -3.363 0.012 0.866 -0.23
H -3.424 0.378 -1.457 -0.18
```


Stability ranking, top entry: 1; the second entry is 139.7 kcal/mol less favorable.